[1]
Density functional theory data (ωB97M-V with the def2-TZVPD basis set) for a structure of composition C44H42FN9O3Ti in a non-equilibrium geometry.

```
100
Properties=species:S:1:pos:R:3:forces:R:3
Ti -1.80898 0.27654 1.59970 -1.42 -0.48 0.25
C -2.83740 -3.23857 2.79898 0.00 0.01 0.06
C -2.58415 -2.28917 3.93118 -0.12 0.08 -0.12
C -2.37697 -2.79164 5.21499 0.00 -0.09 -0.05
C -2.12786 -1.93070 6.25836 0.02 0.03 0.09
C -2.12443 -0.56772 6.00813 0.00 -0.09 0.11
C -2.36393 -0.13608 4.71907 0.01 0.23 -0.16
N -2.56970 -0.97312 3.68830 0.21 0.24 0.00
C -2.39025 1.32846 4.42856 0.09 -0.20 -0.01
C -2.68527 2.24818 5.42748 0.00 -0.11 0.10
C -2.71161 3.59180 5.12724 -0.01 0.14 -0.03
C -2.48392 3.99777 3.82163 0.00 0.11 0.15
C -2.22495 3.03377 2.87021 0.05 -0.02 -0.48
N -2.15888 1.72918 3.17236 -0.07 0.24 0.27
C -2.14255 3.35606 1.41310 -0.08 -0.14 0.46
C -1.94973 4.64131 0.95156 0.00 0.16 -0.15
C -2.04231 4.86648 -0.41377 0.05 0.14 0.12
C -2.34133 3.81184 -1.24949 -0.03 -0.13 -0.13
C -2.48576 2.53211 -0.72273 0.02 -0.07 0.08
C -2.84196 1.36861 -1.59700 -0.03 0.00 -0.06
N -2.35517 2.31704 0.59332 0.13 -0.08 0.08
H -2.93715 -4.25331 3.17917 0.00 0.00 -0.03
H -2.02104 -3.21392 2.07963 0.05 -0.01 0.00
H -3.74711 -2.97879 2.26043 -0.02 0.03 0.02
H -2.40182 -3.86208 5.36709 0.00 0.02 0.03
H -1.93884 -2.30986 7.25423 0.00 0.02 -0.01
H -1.91097 0.13580 6.79862 0.01 -0.03 0.00
H -2.91733 1.90455 6.42388 0.00 0.04 0.00
H -2.94162 4.31868 5.89485 0.00 0.00 -0.01
H -2.54996 5.04051 3.54967 -0.01 -0.01 0.02
H -1.73191 5.44802 1.63601 -0.01 0.00 -0.04
H -1.89846 5.86164 -0.81426 0.00 -0.01 0.01
H -2.46013 3.96095 -2.31435 0.00 0.01 0.02
H -3.91654 1.17868 -1.53799 -0.01 0.02 0.02
H -2.33530 0.45654 -1.28947 0.03 0.04 0.02
H -2.59920 1.57431 -2.63922 -0.02 0.03 0.02
C 5.63551 -0.97224 0.68824 0.03 -0.08 0.01
C 5.13158 0.45618 0.60702 -0.22 0.11 -0.01
N 3.66522 0.52941 0.43849 0.15 -0.03 -0.27
C 2.89512 0.64473 1.53417 0.07 0.05 0.22
C 1.53513 0.64212 1.51186 0.08 0.01 -0.07
C 0.69158 0.62068 2.75674 -0.09 -0.61 -0.37
O 0.90453 1.32671 3.70889 0.04 -0.02 0.21
O -0.27395 -0.28099 2.63086 0.88 0.61 0.60
C 0.86419 0.59258 0.26614 0.28 -0.08 0.05
O -0.38129 0.66792 0.18482 0.15 0.22 -0.62
C 1.68300 0.43274 -0.92365 -0.16 0.05 0.23
C 1.07031 0.25859 -2.16756 -0.19 0.00 0.05
C 1.83692 0.02404 -3.26085 0.31 0.01 -0.10
F 1.25407 -0.10508 -4.46748 -0.05 -0.01 -0.04
C 3.24084 -0.08070 -3.17961 -0.27 -0.07 -0.32
C 3.84324 0.10704 -1.95923 0.02 0.01 0.25
C 3.07429 0.37609 -0.81115 0.29 -0.06 0.06
N 4.04471 -0.38809 -4.31324 0.15 0.00 0.08
C 4.84883 0.69496 -4.85370 -0.12 0.07 -0.03
C 6.03972 0.13420 -5.59976 0.01 -0.25 -0.22
N 5.54052 -0.80357 -6.67772 -0.08 0.02 0.15
C 4.65979 -1.89493 -6.10320 0.26 0.14 -0.13
C 3.51275 -1.24572 -5.35977 -0.05 0.03 0.08
H 6.72049 -0.97778 0.79331 -0.02 0.00 0.00
H 5.37359 -1.54578 -0.20201 0.01 0.01 0.01
H 5.21116 -1.48464 1.55245 0.00 0.03 -0.01
H 5.59072 1.01375 -0.20704 0.03 -0.01 -0.02
H 5.36161 1.00635 1.51671 0.03 -0.03 0.04
H 3.43092 0.72988 2.47307 -0.06 0.00 0.00
H -0.00849 0.29647 -2.25053 0.02 0.00 0.04
H 4.91464 -0.01767 -1.89374 -0.02 0.01 -0.02
H 5.21928 1.33072 -4.05229 -0.02 -0.02 0.04
H 4.25939 1.33716 -5.52947 0.01 0.02 0.01
H 6.66968 -0.47024 -4.95038 0.02 0.04 0.04
H 6.63394 0.90391 -6.08717 -0.01 0.04 0.03
H 6.32586 -1.20940 -7.18649 0.04 -0.03 0.02
H 4.99930 -0.26752 -7.35985 -0.02 0.01 -0.02
H 5.29473 -2.47979 -5.44105 -0.02 -0.03 0.02
H 4.32457 -2.50743 -6.93733 -0.06 -0.02 0.03
H 2.90331 -2.03612 -4.92607 -0.03 0.01 0.04
H 2.87824 -0.70050 -6.07120 -0.01 0.00 -0.02
C 0.75259 -3.39362 -1.96477 -0.06 0.02 0.00
C -0.47820 -3.07116 -2.52610 -0.02 0.01 0.03
C -1.44826 -2.41878 -1.77724 -0.01 -0.04 -0.15
C -1.19017 -2.07617 -0.45309 -0.15 0.29 0.38
C 0.03655 -2.40774 0.11395 0.19 -0.07 0.01
C 1.00167 -3.06470 -0.63803 -0.03 0.04 0.03
N -2.13820 -1.37124 0.34944 -0.21 -0.35 -0.80
N -3.38583 -1.66592 -0.00939 -0.09 0.26 0.42
C -4.33587 -0.90293 0.62251 0.21 -0.30 -0.28
C -5.68506 -1.21583 0.38558 -0.11 -0.05 -0.04
C -6.66345 -0.44865 0.96040 -0.05 -0.02 -0.01
C -6.29568 0.63865 1.76600 -0.03 -0.04 -0.03
C -4.96035 0.88301 1.95358 0.15 0.00 0.04
N -3.98387 0.13126 1.41382 -0.04 -0.07 -0.24
H 1.49443 -3.92925 -2.54454 0.00 0.00 0.01
H -0.69580 -3.34348 -3.55180 0.01 0.01 0.01
H -2.41385 -2.18295 -2.20303 0.00 0.00 -0.01
H 0.22221 -2.15994 1.15217 -0.01 0.01 0.01
H 1.94333 -3.33964 -0.17619 -0.02 0.01 -0.01
H -5.90440 -2.06170 -0.25097 -0.03 0.02 0.02
H -7.70742 -0.68018 0.79104 0.02 0.02 0.01
H -7.03059 1.27657 2.23511 -0.01 -0.03 -0.02
H -4.63882 1.71246 2.57080 0.02 0.01 0.00
```
Forces are in eV/Å.

Kohn-Sham gap (alpha / beta): 5.72 / 7.49 eV
2S+1: 3
Total charge: +2
Highest occupied orbital energy (alpha / beta): -10.30 / -12.13 eV

These are the Mulliken partial charges, in e, on atoms 1 to 99: -0.691, -0.997, 0.911, -1.038, -0.920, -1.370, 0.842, 0.821, 0.670, -1.113, -1.201, -1.124, 0.215, 1.158, 0.798, -1.208, -0.856, -1.084, 0.823, -1.139, 1.361, 0.533, -0.026, 0.141, 0.460, 0.455, 0.471, 0.600, 0.459, 0.478, 0.499, 0.450, 0.536, 0.272, -0.081, 0.522, -1.016, -1.158, 0.234, 0.070, 0.123, -0.390, -0.672, -0.392, 0.078, 0.347, 1.008, -0.511, 0.226, -0.421, -1.350, -0.710, 0.152, 0.401, -0.517, -0.783, -0.154, -0.946, -0.487, 0.405, 0.309, 0.347, 0.513, 0.510, 0.559, 0.388, 0.769, 0.470, 0.235, 0.359, 0.410, 0.351, 0.403, 0.362, 0.432, 0.373, 0.428, -0.709, -0.875, -0.670, -0.159, 0.152, -0.835, 2.255, -1.151, -0.022, -0.716, -0.500, -1.057, -0.261, 1.110, 0.528, 0.422, 0.517, 0.311, 0.490, 0.570, 0.423, 0.500

---

[2]
Density functional theory data (ωB97M-V with the def2-TZVPD basis set) for a structure of composition C54H61N8O3SSr in a non-equilibrium geometry.

```
128
Properties=species:S:1:pos:R:3:forces:R:3
Sr -1.26035 -1.18082 0.74267 -0.22 0.61 -0.78
C -0.08526 -5.92256 0.79195 -0.01 -0.01 0.02
C -0.03858 -5.44879 -0.63319 0.06 -0.02 0.00
C -0.24164 -6.33074 -1.68726 -0.01 0.00 0.02
C -0.18177 -5.89388 -3.00146 -0.01 0.01 -0.02
C 0.08566 -4.55919 -3.26102 0.01 -0.01 -0.03
C 0.29499 -3.65307 -2.22722 -0.11 -0.03 0.05
C 0.55537 -2.20594 -2.51129 -0.02 -0.01 -0.02
C 0.23337 -4.09963 -0.90311 0.09 0.01 0.07
N 0.34336 -3.21613 0.19619 0.07 0.12 -0.11
C 1.52018 -3.11812 0.79475 0.09 -0.06 0.24
O 2.64095 -3.53160 0.42886 -0.05 -0.07 -0.10
C 1.43661 -2.49848 2.18644 -0.04 -0.15 0.09
C 2.36957 -2.82634 3.15991 0.07 0.09 -0.06
C 2.18352 -2.32400 4.43968 0.01 -0.03 0.01
C 1.05711 -1.56999 4.73065 0.00 0.10 -0.01
C 0.14108 -1.33060 3.71276 0.02 -0.11 0.14
N 0.37183 -1.75776 2.47441 0.22 -0.26 0.46
C -1.24843 -0.79061 4.06962 0.00 -0.03 0.09
O -1.39346 -0.36050 5.21918 -0.01 0.00 0.00
N -2.17025 -0.97119 3.11982 0.13 -0.11 0.17
C -3.52183 -0.92327 3.51286 0.00 0.05 -0.04
C -4.03041 -1.84356 4.44846 0.01 0.02 -0.02
C -3.13093 -2.85228 5.10292 0.00 0.00 0.01
C -5.38831 -1.83412 4.74665 -0.01 0.00 -0.01
C -6.25417 -0.94105 4.13671 -0.01 0.00 0.01
C -5.75227 -0.05162 3.19994 0.00 -0.01 -0.01
C -4.40203 -0.03614 2.87191 -0.01 0.01 0.02
C -3.89088 0.92210 1.83364 0.01 -0.01 -0.01
H -0.44756 -6.94982 0.84961 0.01 0.00 0.00
H -0.73055 -5.28193 1.39648 -0.02 -0.01 0.00
H 0.90751 -5.88062 1.24794 0.00 0.01 -0.01
H -0.45140 -7.37280 -1.47000 0.00 0.00 0.00
H -0.34475 -6.58795 -3.81711 0.00 0.00 0.00
H 0.13235 -4.20439 -4.28514 0.00 0.00 0.00
H 0.73155 -2.03990 -3.57556 -0.01 0.01 0.00
H 1.42455 -1.85645 -1.95529 0.03 -0.01 0.02
H -0.29666 -1.58368 -2.21417 0.01 0.01 -0.01
H 3.20325 -3.46132 2.89522 0.00 0.01 0.00
H 2.89620 -2.55622 5.22310 0.00 0.00 0.00
H 0.83239 -1.20167 5.72108 0.00 0.01 0.00
H -2.50473 -2.37782 5.86079 0.00 0.00 0.00
H -2.45607 -3.30335 4.37039 0.00 0.00 0.00
H -3.71807 -3.64400 5.57085 0.00 0.00 0.00
H -5.76920 -2.55038 5.46746 0.00 0.00 0.00
H -7.30960 -0.94483 4.38133 0.00 0.00 0.00
H -6.41748 0.64847 2.70557 0.00 0.00 0.00
H -4.67042 1.62948 1.54560 0.00 0.01 0.01
H -3.59558 0.40498 0.91505 -0.02 0.01 -0.02
H -3.02330 1.48126 2.18538 0.00 -0.02 0.01
C -4.88961 -4.01921 -0.72475 0.00 0.00 -0.02
C -5.43836 -3.39779 -1.83673 0.01 0.00 0.03
C -4.97772 -2.15218 -2.21256 0.01 0.01 -0.02
C -3.97035 -1.51887 -1.47394 0.01 -0.09 -0.05
N -3.43908 -2.14262 -0.40840 -0.05 0.02 -0.02
C -3.88796 -3.34540 -0.05427 -0.01 0.00 0.05
C -3.42485 -0.18253 -1.85531 -0.03 -0.03 -0.03
C -4.20826 0.64079 -2.67576 0.04 0.04 0.01
C -3.71918 1.85832 -3.11736 0.00 -0.03 0.01
C -2.44826 2.25428 -2.71768 0.05 0.01 -0.09
C -1.71235 1.44440 -1.85978 -0.07 0.00 0.06
C -2.14606 0.19431 -1.38641 -0.22 0.04 -0.17
H -5.21248 -4.99578 -0.39315 0.00 0.00 0.00
H -6.21279 -3.88710 -2.41496 0.00 0.00 0.00
H -5.37494 -1.67825 -3.09767 0.00 0.01 0.00
H -3.41668 -3.79091 0.81742 -0.01 0.01 0.01
H -5.21476 0.35523 -2.96122 0.00 -0.01 0.00
H -4.32417 2.49329 -3.75397 0.00 0.00 0.00
H -2.04851 3.20318 -3.06924 -0.01 -0.13 0.00
H -0.74597 1.80675 -1.52029 0.01 -0.07 -0.02
C -2.05702 5.64725 -1.77122 0.00 0.01 0.08
C -0.95264 6.29070 -0.93828 -0.03 0.03 -0.02
C 0.42023 5.65684 -1.14971 0.06 -0.01 0.01
C 0.46047 4.16972 -0.80743 0.05 -0.02 0.00
N -0.05170 3.88106 0.52918 0.08 -0.06 0.03
C 0.53375 3.19982 1.54845 -0.06 0.04 -0.10
S -0.43032 2.39077 2.66183 0.06 -0.05 0.12
N 1.87380 3.18950 1.70447 0.00 -0.02 -0.01
C 2.91579 4.01129 1.11896 0.05 -0.03 -0.07
C 3.85583 3.19658 0.22809 -0.02 0.03 0.02
C 4.91598 4.03015 -0.48434 0.01 0.03 0.03
C 4.35223 4.85886 -1.63361 -0.02 -0.02 -0.03
H -2.99672 6.18997 -1.66166 0.00 0.00 0.00
H -2.24538 4.61187 -1.47950 0.00 0.12 0.03
H -1.79604 5.64130 -2.83282 0.01 0.01 -0.01
H -1.21031 6.23399 0.12252 0.00 0.00 0.00
H -0.88592 7.35518 -1.17867 0.00 0.00 -0.01
H 1.15586 6.20320 -0.55238 0.04 -0.01 0.05
H 0.71935 5.76865 -2.19783 0.01 -0.01 0.00
H 1.46069 3.75797 -0.92111 0.00 0.01 -0.01
H -0.15851 3.62608 -1.52188 0.01 0.02 -0.01
H -1.04960 3.73598 0.57028 -0.03 0.02 -0.01
H 2.14521 2.59359 2.46973 0.00 0.02 0.02
H 3.49161 4.46201 1.93432 0.01 0.00 0.00
H 2.46300 4.83926 0.58042 -0.04 0.01 -0.04
H 3.25995 2.65733 -0.51344 -0.01 0.00 -0.02
H 4.33373 2.42996 0.84503 -0.03 0.01 0.00
H 5.68653 3.35938 -0.87299 -0.01 0.00 -0.01
H 5.41697 4.68459 0.23812 0.01 -0.01 0.00
H 3.86404 4.20994 -2.36626 0.01 0.03 0.02
H 5.13915 5.41404 -2.14711 0.00 0.00 0.00
H 3.61488 5.58452 -1.28719 -0.04 0.02 0.02
C 4.63786 -1.72082 -1.34882 -0.01 0.04 0.02
N 4.15557 -0.55366 -0.59432 -0.01 -0.05 -0.05
N 2.90311 -0.10001 -1.02407 -0.05 0.13 0.07
C 2.09984 0.20167 0.09428 0.15 -0.06 0.12
O 0.95770 0.63337 0.02671 -0.16 -0.08 -0.15
C 2.92345 -0.10429 1.23644 0.02 -0.08 0.00
C 4.07898 -0.63575 0.78075 -0.04 0.03 0.02
C 5.14879 -1.33327 1.53853 -0.01 0.00 -0.01
C 2.82892 0.61122 -2.24259 -0.02 0.01 -0.02
C 1.58127 0.84633 -2.81382 0.03 0.04 -0.02
C 1.49473 1.58537 -3.98301 -0.01 0.00 -0.02
C 2.63857 2.06445 -4.60825 0.01 -0.01 0.01
C 3.88042 1.80198 -4.04683 0.00 0.02 -0.02
C 3.98286 1.08645 -2.86318 -0.03 0.00 0.03
H 4.52577 -1.50571 -2.40968 0.02 -0.01 0.01
H 4.07094 -2.61494 -1.08071 -0.02 -0.01 0.00
H 5.69755 -1.85320 -1.13658 -0.01 -0.02 0.02
H 2.60135 -0.01582 2.26131 0.00 0.01 -0.02
H 5.00610 -1.17501 2.60518 0.00 0.00 0.00
H 6.14108 -0.98342 1.25042 0.01 -0.01 -0.01
H 5.07472 -2.40498 1.33772 0.00 0.00 0.02
H 0.69398 0.45751 -2.34197 -0.03 0.01 0.02
H 0.51547 1.76874 -4.40882 0.00 0.00 0.01
H 2.56407 2.63035 -5.52807 0.00 0.00 0.00
H 4.78122 2.16816 -4.52425 0.00 0.00 0.00
H 4.94771 0.90686 -2.40838 0.00 0.01 0.00
```
Forces are in eV/Å.

Kohn-Sham gap: 6.96 eV
2S+1: 1
Total charge: -1
Highest occupied orbital energy: -4.77 eV

These are the Mulliken partial charges, in e, on atoms 1 to 99: 1.290, -1.363, 1.535, -1.052, -0.847, -1.147, 0.940, 0.120, -1.198, 0.983, -0.325, -0.924, -0.091, -0.709, -0.995, -0.802, 0.589, 1.359, -1.106, -0.781, 1.064, -0.524, 1.253, -1.351, -0.926, -0.748, -1.101, 1.100, -0.902, 0.453, 0.127, 0.216, 0.365, 0.391, 0.417, 0.546, -0.412, -0.154, 0.656, 0.418, 0.585, 0.254, 0.109, 0.465, 0.341, 0.387, 0.362, 0.500, 0.154, -0.068, -1.138, -0.434, -1.158, -0.451, 0.704, -0.639, 1.241, -1.065, -1.573, -0.404, 0.240, 1.017, 0.415, 0.412, 0.399, 0.614, 0.385, 0.376, 0.608, -0.757, -0.799, -0.852, -0.675, 2.173, 0.224, -0.076, -0.337, 0.077, -1.141, 1.635, -1.064, -0.814, 0.432, 0.034, 0.235, 0.321, 0.440, 0.376, 0.308, -1.474, -0.612, 0.392, 0.284, 0.455, 0.152, -1.170, 0.323, 0.348, 0.429

---

Values for ΔE to the lowest compared entry with this formula, charge and spin, kcal per mole, ordered as above
4.9 0.0